1.
The following is a DFT calculation (ωB97M-V with the def2-TZVPD basis set) of a structure of composition C45H43FMoN7O6S2.

Structure (XYZ):
```
105
Properties=species:S:1:pos:R:3:forces:R:3:mulliken_charge:R:1
Mo -0.42296 -0.71455 -0.65534 0.012 -0.514 0.170 -1.10
C 5.98373 -4.28743 2.97591 -0.008 0.003 0.003 -1.42
C 4.82533 -3.36990 2.72610 0.011 0.006 0.022 0.79
C 4.06061 -3.50485 1.55909 -0.006 -0.011 -0.012 -0.82
C 2.99050 -2.67376 1.30299 -0.008 -0.007 -0.006 -0.45
C 2.67341 -1.69153 2.23984 -0.033 -0.010 -0.068 0.46
C 3.39105 -1.55012 3.42086 0.003 0.013 0.016 -0.73
C 4.47403 -2.38487 3.64619 0.001 -0.016 0.000 -0.96
S 1.36992 -0.54607 2.02386 0.011 -0.027 -0.032 0.66
O 0.32665 -1.35800 1.11948 -0.072 0.224 0.052 -0.22
C 1.95552 0.66203 0.87729 -0.048 0.042 0.004 0.29
C 2.91210 0.35591 -0.12458 -0.014 -0.039 0.050 -0.55
C 3.25449 1.32671 -1.01404 0.028 0.007 -0.023 -1.02
C 2.65584 2.61362 -0.96495 -0.010 0.031 0.014 0.97
C 3.00926 3.61846 -1.89516 0.003 -0.007 -0.001 -0.85
C 2.43709 4.85846 -1.82232 0.001 0.011 -0.001 -1.05
C 1.47403 5.14886 -0.82999 -0.003 -0.010 0.003 -0.94
C 1.10868 4.19849 0.08102 0.004 -0.001 -0.006 -1.09
C 1.69734 2.90979 0.04015 0.024 -0.025 0.003 0.39
C 1.36756 1.90480 0.99342 -0.013 -0.008 0.001 0.80
C 0.47633 2.22608 2.14545 0.025 0.009 -0.004 -0.78
C 1.05233 2.88114 3.27096 -0.028 -0.011 -0.001 1.12
C 2.43548 3.19316 3.33887 0.002 0.000 0.007 -1.01
C 2.94712 3.81975 4.43882 -0.010 -0.003 -0.010 -1.02
C 2.11157 4.16678 5.52307 0.005 0.003 0.008 -0.68
C 0.77827 3.87768 5.48665 -0.005 0.005 0.012 -1.13
C 0.21526 3.22870 4.36367 0.015 0.001 -0.024 0.77
C -1.16767 2.92743 4.30920 0.012 0.013 0.020 -1.08
C -1.70748 2.28730 3.23663 -0.013 -0.025 -0.043 -1.16
C -0.86649 1.92225 2.15811 -0.018 0.021 0.001 0.88
S -1.60159 1.20156 0.71355 0.075 -0.032 0.159 2.05
O -2.01703 2.23909 -0.23408 -0.003 0.036 -0.073 -0.82
C -3.01894 0.36809 1.37050 0.079 -0.021 0.040 -0.27
C -2.85859 -0.66174 2.29171 -0.029 0.006 -0.014 -0.33
C -3.98457 -1.33493 2.73502 -0.003 0.015 0.007 -0.92
C -5.25988 -0.99521 2.27293 -0.002 -0.022 0.015 0.95
C -6.48137 -1.70909 2.77405 0.011 0.006 -0.005 -1.55
C -5.37906 0.03989 1.34524 -0.001 0.009 -0.018 -0.84
C -4.26623 0.72745 0.88444 -0.020 0.025 -0.010 -0.54
H 6.68234 -4.26234 2.13897 -0.002 0.003 -0.003 0.36
H 5.63788 -5.31722 3.07860 -0.002 0.000 0.001 0.34
H 6.52131 -4.01764 3.88152 0.000 0.002 0.000 0.37
H 4.31861 -4.27852 0.84647 0.004 0.001 0.002 0.48
H 2.39825 -2.79266 0.40339 0.011 0.003 0.004 0.42
H 3.11200 -0.80305 4.15500 0.007 0.003 -0.002 0.55
H 5.04419 -2.27910 4.55960 0.000 0.000 0.001 0.37
H 3.39216 -0.61299 -0.14142 0.017 0.009 -0.020 0.67
H 4.00195 1.13136 -1.77297 0.002 -0.005 0.008 0.47
H 3.75140 3.39665 -2.65180 0.000 -0.003 0.001 0.51
H 2.72981 5.63043 -2.52213 -0.004 0.000 -0.001 0.49
H 1.03174 6.13518 -0.78791 0.002 0.001 -0.001 0.51
H 0.37233 4.42578 0.84074 0.002 0.002 0.002 0.62
H 3.08893 2.94349 2.51267 0.002 -0.001 0.001 0.51
H 4.00071 4.06087 4.48175 0.002 -0.001 -0.002 0.49
H 2.53516 4.66735 6.38311 -0.001 0.000 0.000 0.44
H 0.13364 4.14323 6.31461 0.000 0.001 -0.002 0.50
H -1.79930 3.21866 5.13881 0.000 -0.001 0.001 0.50
H -2.76482 2.06787 3.20259 -0.002 0.002 0.013 0.73
H -1.88077 -0.91155 2.68791 0.001 -0.004 -0.004 0.42
H -3.88016 -2.11890 3.47487 -0.002 -0.002 -0.003 0.43
H -6.23228 -2.45042 3.53015 0.000 -0.001 -0.002 0.39
H -6.99978 -2.21133 1.95613 0.003 0.002 -0.004 0.35
H -7.18564 -1.00041 3.21062 0.003 0.003 0.004 0.37
H -6.36167 0.32542 0.99042 0.001 0.000 0.000 0.48
H -4.35922 1.54270 0.17784 -0.005 -0.007 0.002 0.60
C -1.55011 -5.97919 -2.06737 -0.019 -0.013 0.001 -1.13
N -1.51423 -4.91940 -1.04980 0.011 0.003 0.001 0.14
C -1.93317 -5.25857 0.31352 -0.015 -0.008 0.002 -1.08
C -1.06050 -3.70324 -1.31033 -0.003 0.058 -0.010 0.28
N -0.78387 -2.80202 -0.39069 0.056 -0.028 -0.066 0.29
N -0.88429 -3.35922 -2.64293 0.022 -0.042 0.034 -0.10
C 0.07860 -2.47913 -3.08638 -0.064 -0.027 -0.016 0.23
N 0.43235 -2.57093 -4.36478 0.007 -0.014 -0.013 -0.35
N 0.59863 -1.61162 -2.26193 0.041 0.070 0.015 0.36
H -1.62536 -6.93605 -1.56055 0.014 0.002 0.004 0.41
H -0.63080 -5.98715 -2.65119 0.001 0.003 0.000 0.42
H -2.41859 -5.87803 -2.72124 -0.006 0.004 0.004 0.35
H -2.63292 -6.08744 0.26415 -0.001 0.002 -0.005 0.45
H -2.44112 -4.41003 0.77008 0.000 0.000 -0.002 0.35
H -1.08054 -5.55623 0.92680 0.003 -0.001 -0.004 0.33
H -0.63349 -3.17496 0.53904 -0.012 -0.032 -0.006 0.00
H -1.33628 -3.93850 -3.33419 0.010 0.000 -0.001 0.34
H 0.16595 -3.34472 -4.95139 -0.009 0.004 0.000 0.21
H 0.98365 -1.83887 -4.78631 0.005 0.000 0.012 0.24
H 1.30795 -1.02515 -2.69792 -0.007 0.008 -0.010 0.13
F -1.08569 4.32863 -7.58691 -0.009 0.007 0.002 -0.27
C -1.22033 3.35995 -6.70163 0.045 -0.001 -0.051 0.11
C -0.70287 3.45579 -5.47885 0.038 -0.010 0.075 0.10
N -0.84147 2.41803 -4.55761 -0.173 -0.039 0.023 0.34
C -0.39769 2.53000 -3.18452 -0.024 -0.003 0.056 -0.43
C 0.40973 1.29962 -2.82336 -0.085 0.118 -0.286 -0.20
O 1.29293 0.81841 -3.46741 0.065 -0.040 0.054 -0.59
O 0.03936 0.77630 -1.61629 0.226 0.353 0.064 2.29
C -1.52157 1.26858 -4.85799 0.272 -0.011 -0.142 0.26
O -1.60646 0.35444 -4.03096 -0.120 -0.020 0.073 -0.55
N -2.02761 1.19041 -6.11382 -0.023 0.025 0.028 -0.11
C -1.95560 2.16713 -7.13711 -0.096 0.028 0.028 0.19
O -2.45817 1.98432 -8.20450 0.029 -0.023 -0.020 -0.52
H -0.15512 4.32875 -5.15508 -0.013 0.007 -0.002 0.44
H -1.23470 2.61741 -2.49104 0.002 0.029 -0.006 0.29
H 0.24383 3.40619 -3.07506 0.029 -0.028 -0.010 -0.09
H -2.54048 0.35133 -6.34976 -0.008 0.006 -0.009 0.26
C -2.16433 -0.80805 -1.29329 -0.148 -0.108 -0.049 -0.30
H -2.39764 -0.07889 -2.07715 -0.021 -0.006 0.007 0.23
H -2.95833 -1.46212 -0.94837 -0.032 0.021 -0.027 0.48
```
Forces are in eV/Å.

## Properties
**Molecular weight**: 956.954 g mol⁻¹
**Relative energy (zero: lowest compared OMol25 entry of this formula, charge and spin)**: 0.00 kcal/mol
**Charge**: +3



2.
The following is a DFT calculation (ωB97M-V with the def2-TZVPD basis set) of the molecule C4H6S in a non-equilibrium geometry.

Structure (XYZ):
```
11
Properties=species:S:1:pos:R:3:forces:R:3:mulliken_charge:R:1
C 3.11985 -0.31415 -0.04372 -0.066 0.645 0.687 -0.95
C 1.63890 -0.08734 0.04317 0.157 1.975 -0.547 0.41
C 0.57442 0.50602 0.00690 -0.530 -0.583 0.111 -0.03
C -0.85170 0.96378 0.03320 0.427 -2.067 1.898 -0.85
S -2.08214 -0.45862 -0.09072 0.508 0.532 -0.052 -0.20
H 3.67926 0.46721 -0.69052 -1.181 -1.326 1.050 0.25
H 3.53437 -0.29657 1.00500 -0.264 0.107 -1.105 0.25
H 3.27654 -1.31881 -0.41487 0.353 -0.101 -0.275 0.30
H -1.16084 1.68344 -0.64783 -0.081 0.808 -2.212 0.36
H -1.14306 1.51865 0.92084 0.556 -0.381 0.694 0.32
H -1.76090 -1.12586 1.04166 0.122 0.391 -0.249 0.13
```
Forces are in eV/Å.

## Properties
**Structure (SMILES)**: CC#CCS
**Molecular weight**: 86.159 g mol⁻¹
**Relative energy (zero: lowest compared OMol25 entry of this formula, charge and spin)**: 38.44 kcal/mol



3.
The following is a DFT calculation (ωB97M-V with the def2-TZVPD basis set) of the molecule C2H7N5S in a non-equilibrium geometry.

Structure (XYZ):
```
15
Properties=species:S:1:pos:R:3:forces:R:3:mulliken_charge:R:1
N -1.28860 3.60442 -0.47384 0.346 0.520 0.080 -0.47
N -0.50414 2.68662 0.19637 0.177 -0.243 0.193 -0.29
C -0.56899 1.47591 -0.15974 -0.088 0.141 -0.018 -0.21
N 0.08733 0.50013 0.59308 -0.236 -0.323 -1.075 -0.11
C 0.31198 -0.79838 0.24054 0.003 -0.482 0.181 0.29
S 0.75564 -1.95513 1.36485 -0.096 0.386 -0.319 -0.37
N 0.12272 -1.08861 -1.07799 -0.020 0.954 -0.212 0.04
N 0.36654 -2.34346 -1.62836 -0.876 -0.512 -0.077 -0.85
H -1.42376 3.35608 -1.44892 -0.048 0.133 -0.085 0.24
H -0.83077 4.51819 -0.39062 -0.381 -0.582 -0.159 0.27
H -1.17943 1.12424 -0.99192 0.037 -0.062 -0.032 0.40
H 0.33678 0.74610 1.51480 0.287 0.216 1.020 0.22
H 0.25956 -0.33869 -1.75499 -0.141 -0.368 0.381 0.29
H -0.37889 -2.98497 -1.32812 0.197 0.475 -0.201 0.28
H 1.18136 -2.71769 -1.18736 0.839 -0.251 0.322 0.27
```
Forces are in eV/Å.

## Properties
**Structure (SMILES)**: N/N=C/NC(=S)NN
**Molecular weight**: 133.180 g mol⁻¹
**Relative energy (zero: lowest compared OMol25 entry of this formula, charge and spin)**: 1.05 kcal/mol



| no. | gap between HOMO and LUMO (Ha) | HOMO energy (eV) |
| --- | --- | --- |
| 1 | 0.211 | -15.1 |
| 2 | 0.365 | -9.1 |
| 3 | 0.332 | -8.4 |